[1]
C29H20B3F9O19 | wB97M-V/def2-TZVPD

Its HOMO energy is -9.631 eV. As for the SMILES: CB1OBOB(C(F)(F)C(F)(F)C(F)(F)C(F)(F)F)O1.O=C1C=C(O)C(=O)C=C1O.O=C1C=C(O)C(=O)C=C1O.O=C1C=C(O)C(=O)C=C1O.O=C1C=C(O)C(=O)C=C1O. The value obtained for the total energy is -95784.27493 eV. The value obtained for the maximum force is 5.481 eV Å⁻¹.

```
! wB97M-V def2-TZVPD RIJCOSX def2/J DEFGRID3
* xyz 0 1
C -3.984 -5.440 3.784
B -4.251 -5.004 2.221
O -5.567 -4.826 1.568
B -5.322 -4.261 0.196
O -4.412 -3.086 -0.045
B -3.322 -3.290 0.928
C -2.402 -2.118 1.633
F -3.112 -1.764 2.919
F -1.139 -2.814 2.085
C -2.116 -0.804 0.696
F -1.344 -1.235 -0.528
F -3.418 -0.275 0.150
C -1.287 0.408 1.421
F -0.452 1.046 0.337
F -0.332 -0.015 2.470
C -2.206 1.610 2.050
F -1.248 2.522 2.780
F -2.885 2.471 1.048
F -3.193 1.172 3.074
O -3.054 -4.706 1.357
H -4.067 -4.444 4.435
H -2.840 -5.771 3.855
H -4.676 -6.295 4.182
H -5.861 -4.803 -0.722
O 1.843 0.110 0.373
C 2.851 0.791 0.216
C 4.102 0.229 -0.319
C 5.186 0.993 -0.462
O 6.364 0.473 -0.966
C 5.173 2.433 -0.084
O 6.191 3.106 -0.209
C 3.916 3.001 0.428
C 2.830 2.237 0.568
O 1.644 2.764 1.046
H 4.098 -0.819 -0.587
H 6.999 1.222 -0.970
H 3.915 4.053 0.682
H 1.011 2.014 1.056
O 0.314 4.856 8.484
C 0.803 4.711 7.369
C 2.118 5.264 7.010
C 2.614 5.102 5.782
O 3.851 5.617 5.439
C 1.858 4.363 4.734
O 2.332 4.247 3.609
C 0.554 3.790 5.099
C 0.059 3.948 6.328
O -1.165 3.410 6.680
H 2.656 5.801 7.781
H 3.984 5.369 4.498
H 0.023 3.239 4.332
H -1.301 3.663 7.619
O 2.326 0.993 -4.382
C 1.133 1.276 -4.365
C 0.208 0.717 -3.368
C -1.089 1.032 -3.388
O -1.964 0.512 -2.452
C -1.645 1.953 -4.417
O -2.844 2.210 -4.421
C -0.715 2.531 -5.400
C 0.582 2.219 -5.377
O 1.462 2.760 -6.296
H 0.625 0.047 -2.627
H -2.842 0.889 -2.679
H -1.130 3.213 -6.131
H 2.339 2.379 -6.073
O -1.270 -5.574 -6.437
C -0.656 -4.885 -5.629
C -1.187 -4.583 -4.291
C -0.500 -3.816 -3.442
O -0.992 -3.530 -2.182
C 0.820 -3.238 -3.816
O 1.418 -2.521 -3.021
C 1.362 -3.560 -5.145
C 0.677 -4.330 -5.993
O 1.182 -4.639 -7.243
H -2.149 -5.008 -4.033
H -0.314 -2.957 -1.761
H 2.331 -3.147 -5.397
H 0.501 -5.206 -7.666
*
```



[2]
C29H20BrN3O3SW | wB97M-V/def2-TZVPD

The expectation value of S² is 0.770. Its HOMO energy (alpha / beta) is -10.350 / -10.846 eV. The value obtained for the total energy is -123707.06270 eV. The value obtained for the maximum force is 1.430 eV Å⁻¹.

```
! wB97M-V def2-TZVPD RIJCOSX def2/J DEFGRID3
* xyz 1 2
W 0.719 -0.468 -0.838
O 2.480 -1.155 -0.975
C 3.381 -1.410 0.025
C 4.691 -1.728 -0.253
C 5.556 -1.840 0.834
C 5.110 -1.628 2.131
C 3.778 -1.319 2.385
C 2.900 -1.228 1.316
C 1.451 -1.067 1.464
N 0.635 -1.880 0.823
N -0.626 -2.008 1.382
C -1.399 -1.055 1.008
O -0.921 -0.123 0.170
C -2.788 -0.903 1.456
C -3.626 0.004 0.816
C -4.944 0.125 1.231
C -5.418 -0.651 2.277
C -4.576 -1.552 2.920
C -3.261 -1.681 2.512
H 5.027 -1.855 -1.272
H 6.596 -2.078 0.661
H 5.807 -1.709 2.954
H 3.435 -1.174 3.401
H 1.064 -0.509 2.318
H -3.249 0.610 0.004
H -5.603 0.826 0.737
H -6.447 -0.555 2.598
H -4.946 -2.152 3.741
H -2.596 -2.380 3.002
Br -1.632 2.140 -1.841
C -0.932 2.813 -0.210
C -1.718 3.711 0.459
C -1.199 4.466 1.522
C 0.131 4.380 1.816
C 0.961 3.467 1.124
C 2.364 3.495 1.342
C 3.193 2.687 0.625
C 2.639 1.695 -0.208
C 1.268 1.531 -0.358
C 0.415 2.571 0.168
H -2.734 3.877 0.127
H -1.840 5.159 2.049
H 0.575 5.021 2.567
H 2.756 4.212 2.052
H 4.267 2.758 0.730
H 3.330 1.005 -0.673
O -0.390 -1.963 -1.694
N -0.812 -1.897 -2.968
C -1.751 -2.796 -3.339
C -2.185 -2.819 -4.632
C -1.639 -1.906 -5.543
C -0.692 -1.002 -5.131
C -0.263 -0.994 -3.798
S 0.904 0.101 -3.161
H -2.082 -3.440 -2.538
H -2.938 -3.534 -4.926
H -1.967 -1.908 -6.573
H -0.260 -0.285 -5.814
*
```



[3]
C29H21O6S2 | wB97M-V/def2-TZVPD

The calculation puts the energy above the lowest of the compared OMol25 structures with the same formula, charge and spin at 0.0000 eV. Its HOMO energy is -4.459 eV. The value obtained for the total energy is -64368.88341 eV. The value obtained for the maximum force is 1.750 eV Å⁻¹.

```
! wB97M-V def2-TZVPD RIJCOSX def2/J DEFGRID3
* xyz -1 1
C -2.897 3.573 4.760
C -1.993 3.669 3.698
C -2.274 2.978 2.523
C -3.475 2.274 2.371
C -4.423 2.252 3.393
C -4.108 2.870 4.608
C -3.569 1.726 0.981
O -4.534 1.187 0.462
C -2.256 2.047 0.339
C -1.981 1.780 -0.962
C -0.804 2.218 -1.681
C 0.496 2.046 -1.144
C 1.605 2.586 -1.790
C 1.461 3.249 -3.016
C 0.188 3.378 -3.587
C -0.930 2.837 -2.951
C -1.495 2.952 1.247
O -0.482 3.595 1.006
H -2.663 4.044 5.714
H -1.076 4.246 3.771
H -5.372 1.744 3.239
H -4.801 2.805 5.446
H -2.797 1.345 -1.537
H 0.600 1.471 -0.223
H 2.589 2.502 -1.322
H 2.342 3.681 -3.501
H 0.075 3.932 -4.520
H -1.921 2.917 -3.405
C 4.615 0.305 -2.972
C 3.380 0.393 -3.619
C 2.315 -0.419 -3.226
C 2.498 -1.345 -2.194
S 1.131 -2.399 -1.664
C 0.295 -1.406 -0.562
S -0.922 -2.086 0.449
C -0.286 -3.627 1.171
C -0.565 -4.840 0.531
C -0.064 -6.038 1.050
C 0.729 -6.028 2.204
C 1.005 -4.814 2.844
C 0.466 -3.616 2.352
O -1.080 -1.110 1.512
O -2.052 -2.518 -0.339
O 0.371 -2.644 -2.866
O 1.748 -3.517 -0.972
C 3.724 -1.435 -1.534
C 4.777 -0.603 -1.924
H 5.450 0.936 -3.283
H 3.247 1.102 -4.438
H 1.336 -0.334 -3.699
H 0.952 -0.734 -0.035
H -1.201 -4.851 -0.353
H -0.305 -6.985 0.557
H 1.118 -6.965 2.610
H 1.628 -4.807 3.745
H 0.607 -2.675 2.884
H 3.841 -2.161 -0.731
H 5.738 -0.682 -1.416
*
```